Here is a cluster of 11 separate species, C39H62N6O15 in total in a non-equilibrium geometry from OMol25. Energies are from the ωB97M-V functional and the def2-TZVPD basis.

Values from the calculation:
HOMO in Ha: -0.37906
Largest force on an atom in eV/A: 5.97
Kohn-Sham gap in eV: 9.757

```
! wB97M-V def2-TZVPD RIJCOSX def2/J DEFGRID3
* xyz 0 1
C -0.5731 23.3788 -12.1758
C -1.2616 22.0925 -11.7482
C -2.7889 22.0133 -11.9951
C -3.6302 22.8908 -11.1802
N -4.3976 23.5731 -10.5511
H -0.7000 23.6034 -13.2348
H 0.5132 23.3771 -12.0868
H -0.9241 24.2108 -11.5653
H -1.0785 21.9458 -10.6837
H -0.7937 21.1898 -12.1409
H -3.0438 21.0006 -11.6828
H -3.0757 22.0390 -13.0464
C 1.1087 25.8025 -4.9712
C 2.6078 25.7274 -4.5964
C 3.1633 26.9258 -3.8913
C 2.9926 28.1746 -4.5311
N 2.8402 29.2136 -5.0739
H 0.9071 26.5330 -5.7546
H 0.4986 25.9358 -4.0778
H 0.6904 24.8395 -5.2641
H 3.1875 25.4785 -5.4852
H 2.7733 24.8529 -3.9671
H 4.2301 26.8220 -3.6931
H 2.6683 27.0633 -2.9300
C 7.9996 20.2636 -14.7709
C 6.8465 21.1859 -14.4571
C 7.1451 22.3445 -13.5285
C 7.6918 22.0157 -12.2183
N 8.1263 21.6926 -11.1760
H 7.7412 19.3438 -15.2958
H 8.5271 19.9438 -13.8722
H 8.7713 20.7257 -15.3866
H 6.0475 20.5321 -14.1075
H 6.5640 21.5612 -15.4407
H 6.3119 23.0096 -13.3014
H 7.8479 23.0503 -13.9712
C -1.9304 27.2094 -8.2169
C -2.5228 28.6121 -7.8632
C -1.5717 29.4067 -6.9042
C -0.4354 29.8930 -7.7404
N 0.4670 30.2450 -8.3474
H -1.6515 26.6134 -7.3480
H -0.9778 27.4486 -8.6896
H -2.5091 26.6417 -8.9456
H -3.4111 28.4335 -7.2572
H -2.9060 29.1790 -8.7117
H -1.1903 28.7807 -6.0975
H -2.0845 30.2720 -6.4842
C 1.2124 24.8302 -9.2157
C 2.7163 24.8919 -9.2092
C 3.3326 24.6348 -10.6332
C 4.7869 24.5669 -10.7074
N 5.9372 24.5553 -10.7744
H 0.7370 25.7378 -9.5875
H 0.9770 24.8255 -8.1514
H 0.7527 23.8920 -9.5264
H 3.1190 24.2115 -8.4588
H 2.9413 25.9091 -8.8887
H 3.0311 25.2780 -11.4600
H 2.9538 23.6845 -11.0095
C 4.0634 28.7543 -9.4740
C 3.7163 29.2314 -8.0484
C 3.6553 30.7469 -7.9320
C 4.8398 31.3927 -8.4515
N 5.7623 31.9615 -8.8216
H 5.1259 28.9766 -9.5723
H 3.5300 29.1106 -10.3553
H 4.1992 27.6882 -9.6560
H 4.4113 28.8351 -7.3082
H 2.7740 28.7706 -7.7518
H 3.4734 31.0323 -6.8959
H 2.9086 31.0436 -8.6686
C 3.4057 19.3983 -13.5718
C 2.0529 20.0262 -13.4138
O 2.1955 20.9802 -12.3679
C 3.2989 20.6526 -11.6229
O 3.6207 21.1406 -10.5491
O 3.9854 19.7302 -12.3690
H 3.9089 19.8994 -14.3987
H 3.2812 18.3425 -13.8126
H 1.3387 19.2531 -13.1302
H 1.7347 20.4551 -14.3640
C 0.0691 28.0585 -12.1814
C 1.0232 28.9937 -13.0632
O 0.2422 30.2040 -13.1008
C -0.8956 30.0846 -12.2784
O -1.7387 30.9468 -12.0950
O -0.9200 28.8848 -11.7063
H 0.5261 27.5358 -11.3412
H -0.3064 27.2385 -12.7936
H 1.0194 28.5794 -14.0714
H 2.0581 29.0687 -12.7291
C 2.5884 23.4200 -15.7786
C 3.7860 23.4392 -14.8827
O 3.3557 24.2982 -13.8002
C 2.2106 24.9424 -14.1442
O 1.5931 25.8066 -13.4903
O 1.7231 24.4145 -15.2882
H 2.2337 22.3894 -15.7641
H 2.8529 23.5662 -16.8258
H 4.6632 23.7598 -15.4447
H 3.9900 22.4262 -14.5359
C 7.4419 27.0901 -12.6114
C 6.9990 26.0119 -13.5849
O 5.8680 26.6679 -14.0809
C 5.3639 27.4460 -13.1211
O 4.2546 27.9695 -13.1150
O 6.2159 27.4862 -12.1492
H 8.0469 27.9037 -13.0116
H 8.0581 26.5841 -11.8681
H 6.7299 25.1257 -13.0100
H 7.6655 25.6915 -14.3857
C 6.1050 21.5123 -8.4860
C 7.2359 21.5035 -7.4579
O 6.7434 22.2818 -6.3976
C 5.4020 22.3060 -6.4492
O 4.6334 22.4702 -5.4868
O 4.9616 21.9535 -7.7028
H 6.0630 20.4794 -8.8316
H 6.2917 22.1939 -9.3158
H 8.0358 22.0250 -7.9834
H 7.4812 20.4656 -7.2329
*
```

***

Here is a cluster of 13 separate species, C39H63F5O39 in total in a non-equilibrium geometry from OMol25. Energies are from the ωB97M-V functional and the def2-TZVPD basis.

Values from the calculation:
HOMO in Ha: -0.37730
Largest force on an atom in eV/A: 6.95
Kohn-Sham gap in eV: 10.186

```
! wB97M-V def2-TZVPD RIJCOSX def2/J DEFGRID3
* xyz 0 1
C 15.9679 -17.0078 -13.3672
C 16.5365 -16.9402 -11.9492
O 17.2653 -15.7504 -12.0405
C 17.7086 -15.7503 -13.3075
O 18.6297 -15.0596 -13.7509
O 17.0710 -16.5568 -14.0779
F 17.1957 -18.1340 -11.7412
H 15.0533 -16.4239 -13.4706
H 15.5940 -18.0272 -13.4630
H 15.7928 -16.9013 -11.1532
C 9.9917 -12.7899 -22.8721
C 9.9494 -14.2021 -23.5186
O 11.1229 -14.8235 -22.9958
C 11.9199 -13.8906 -22.4482
O 13.0005 -14.1240 -21.8896
O 11.3944 -12.6699 -22.5736
F 9.9361 -14.1262 -24.8507
H 9.4787 -12.5439 -21.9424
H 9.6309 -12.0394 -23.5754
H 9.0620 -14.6887 -23.1138
C 6.0804 -13.8758 -19.9757
C 6.8064 -15.1403 -20.3655
O 8.0200 -15.0805 -19.5520
C 8.3695 -13.7792 -19.4030
O 9.4575 -13.3461 -19.0849
O 7.2754 -13.0047 -19.8139
F 7.1820 -15.1775 -21.6481
H 5.5392 -13.9207 -19.0306
H 5.5084 -13.4907 -20.8198
H 6.1411 -15.9758 -20.1483
C 12.3956 -14.4173 -18.1201
C 13.7134 -14.3274 -18.9438
O 14.7314 -14.7220 -18.0701
C 14.2319 -15.0643 -16.8868
O 14.8964 -15.0374 -15.8495
O 12.8725 -15.3135 -17.0748
F 13.9441 -13.0845 -19.3513
H 11.6503 -15.0376 -18.6180
H 11.9006 -13.5275 -17.7309
H 13.5636 -14.9374 -19.8347
C 18.1162 -14.0112 -18.1689
C 19.5443 -13.9998 -17.6824
O 20.2235 -14.7839 -18.5937
C 19.3973 -15.3062 -19.4904
O 19.7479 -15.9531 -20.4608
O 18.2113 -14.9686 -19.1937
F 19.6341 -14.4650 -16.4435
H 17.8747 -13.0577 -18.6386
H 17.4045 -14.3067 -17.3980
H 19.8692 -12.9595 -17.6619
C 11.6451 -18.5258 -15.7899
O 10.6621 -19.2194 -15.0627
C 9.9648 -18.7294 -14.1424
O 9.6832 -17.5178 -13.9052
O 9.5228 -19.6995 -13.3756
C 8.7573 -19.4548 -12.1590
H 12.6670 -18.6599 -15.4350
H 11.4636 -17.4511 -15.7991
H 11.6746 -18.8693 -16.8239
H 8.6937 -20.3681 -11.5675
H 7.7374 -19.1684 -12.4158
H 9.3085 -18.7284 -11.5619
C 7.8629 -19.1212 -17.3141
O 8.7604 -18.1111 -17.8088
C 9.2965 -18.2274 -19.0518
O 9.2125 -19.2362 -19.7854
O 10.0835 -17.1550 -19.3033
C 10.8735 -17.2448 -20.4661
H 8.2639 -20.1348 -17.3143
H 7.0787 -19.2264 -18.0638
H 7.4950 -18.9668 -16.2998
H 11.7876 -16.6517 -20.4376
H 10.2988 -16.8983 -21.3250
H 11.3465 -18.2244 -20.5354
C 16.7990 -17.6113 -18.0886
O 16.6590 -18.9462 -17.6922
C 15.9390 -19.3832 -16.6864
O 15.1828 -18.7399 -15.9525
O 16.1972 -20.6708 -16.5607
C 15.6662 -21.3986 -15.5702
H 16.9364 -17.5275 -19.1666
H 17.7792 -17.3389 -17.6973
H 16.1121 -16.9219 -17.5977
H 14.5826 -21.4540 -15.6750
H 16.0715 -21.0492 -14.6206
H 15.9575 -22.4401 -15.7065
C 7.9754 -8.8506 -22.0482
O 9.3377 -9.1797 -22.1715
C 10.0688 -9.5298 -21.0801
O 9.7020 -9.5600 -19.9126
O 11.2709 -10.0144 -21.4852
C 12.1121 -10.5326 -20.5637
H 7.7716 -8.2129 -21.1880
H 7.3979 -9.7738 -22.0007
H 7.6353 -8.3550 -22.9574
H 12.8764 -11.1238 -21.0682
H 11.5369 -11.1263 -19.8532
H 12.5450 -9.7703 -19.9159
C 9.0907 -15.2138 -16.2632
O 9.2558 -14.3617 -15.1404
C 9.4866 -12.9930 -15.2372
O 9.4536 -12.3545 -16.2875
O 9.6944 -12.4990 -14.0415
C 9.9014 -11.0870 -13.9961
H 8.1815 -15.1645 -16.8623
H 9.1251 -16.2794 -16.0364
H 9.8756 -15.0997 -17.0108
H 9.7473 -10.7298 -12.9779
H 9.1326 -10.4978 -14.4960
H 10.8446 -10.6703 -14.3495
C 12.1318 -8.8155 -16.9289
O 13.0408 -9.9279 -16.9366
C 14.0607 -9.9831 -16.0427
O 14.4669 -9.1789 -15.2173
O 14.6954 -11.1719 -16.3084
C 15.6024 -11.7602 -15.3816
H 11.1584 -9.2078 -17.2236
H 12.4063 -8.1415 -17.7404
H 12.0317 -8.2631 -15.9947
H 16.1063 -11.2032 -14.5917
H 16.2360 -12.5002 -15.8704
H 14.9544 -12.3851 -14.7671
C 12.8637 -9.9005 -24.6680
O 13.5508 -9.6199 -23.4736
C 14.5332 -10.4024 -23.0460
O 15.0843 -11.3659 -23.6430
O 14.9533 -10.0391 -21.8980
C 15.8874 -10.7691 -21.2102
H 12.2306 -9.0330 -24.8545
H 12.1895 -10.7182 -24.4132
H 13.4798 -10.1096 -25.5425
H 15.5023 -11.7449 -20.9140
H 16.0410 -10.3038 -20.2365
H 16.8345 -10.7909 -21.7492
C 12.2644 -15.0296 -13.8336
O 12.5294 -15.2373 -12.4431
C 12.7884 -16.4242 -11.9567
O 12.7601 -17.5120 -12.5176
O 12.9890 -16.2357 -10.5922
C 13.1516 -17.3469 -9.7507
H 12.9262 -15.6200 -14.4674
H 12.2985 -13.9961 -14.1782
H 11.2987 -15.4791 -14.0647
H 14.1165 -17.8038 -9.9706
H 12.3584 -18.0887 -9.8434
H 13.2589 -17.1338 -8.6871
*
```